No. 1
2
Properties=species:S:1:pos:R:3:forces:R:3 method="wB97M-V/def2-TZVPD" gap_ev=15.536
F 0.049 -0.074 0.040 -1.23 1.83 -0.99
H -0.445 0.663 -0.357 1.23 -1.83 0.99

No. 2
5
Properties=species:S:1:pos:R:3:forces:R:3 method="wB97M-V/def2-TZVPD" gap_ev=10.070
F -0.859 -0.227 -1.235 0.31 -0.17 -0.15
Si 0.015 -0.198 0.113 -3.38 2.05 0.62
I 1.659 1.567 -0.214 -0.15 -0.29 0.26
H 0.634 -1.494 0.187 0.26 -0.48 0.50
H -1.450 0.352 1.148 2.95 -1.12 -1.24

No. 3
7
Properties=species:S:1:pos:R:3:forces:R:3 method="wB97M-V/def2-TZVPD" s2=2.007 gap_ev="8.678 / 7.431" spin_multiplicity=3
N 0.976 0.323 0.059 -4.83 -1.84 0.36
O 1.455 0.775 -0.972 2.42 2.13 -5.19
O 1.592 0.313 1.098 2.41 -0.14 4.10
F -0.924 -1.695 -0.696 0.20 1.23 0.86
Si -0.770 -0.212 -0.013 -0.36 -0.25 -0.21
H -1.689 0.644 -1.024 1.20 -0.83 1.55
H -0.639 -0.149 1.548 -1.04 -0.30 -1.48